(1)
{"formula": "C24H27NOReSi", "method": "wB97M-V/def2-TZVPD", "elements": ["C", "C", "C", "H", "C", "C", "H", "H", "H", "H", "Re", "C", "H", "H", "H", "Si", "C", "C", "H", "C", "H", "C", "H", "C", "H", "C", "H", "C", "C", "H", "C", "H", "C", "H", "C", "H", "C", "H", "H", "H", "O", "C", "C", "C", "C", "C", "C", "N", "H", "H", "H", "H", "H", "H", "H"], "positions_angstrom": [[-2.22262, -0.70169, 2.85207], [-1.04276, -1.23246, 2.21531], [0.05257, -0.32534, 2.50607], [-0.94028, -2.17222, 1.68037], [-0.45268, 0.75859, 3.29216], [-1.86143, 0.53491, 3.50299], [-2.54840, 1.24110, 3.99330], [-3.22027, -1.15097, 2.76809], [1.10458, -0.50360, 2.26234], [0.16564, 1.60274, 3.64933], [-1.42065, 0.67196, 1.46526], [-0.46849, 0.68333, -1.23400], [-0.25847, 1.31145, -0.30769], [-1.37088, 1.19546, -1.59755], [-0.91064, -0.25869, -0.80515], [1.57611, -0.88220, -0.41959], [2.04625, -1.97843, -1.91672], [2.33076, -3.27537, -1.44394], [2.27998, -3.47672, -0.37702], [2.71924, -4.31247, -2.30518], [2.97268, -5.30840, -1.88836], [2.79787, -4.06516, -3.69306], [3.12208, -4.88213, -4.37078], [2.48688, -2.78156, -4.20422], [2.54212, -2.62026, -5.30053], [2.13261, -1.74148, -3.31471], [1.95598, -0.75208, -3.73372], [3.17692, 0.11418, -0.24333], [4.43204, -0.33311, -0.71187], [4.46629, -1.13570, -1.44777], [5.62698, 0.19607, -0.20276], [6.59102, -0.22301, -0.51780], [5.55399, 1.25728, 0.70921], [6.47203, 1.61947, 1.16881], [4.32547, 1.85978, 1.03089], [4.30006, 2.73803, 1.68784], [3.14794, 1.31220, 0.50874], [2.18867, 1.79018, 0.71072], [1.22809, -1.76548, 0.72283], [0.21019, 0.74376, -2.06657], [-1.82062, 2.70312, 0.80110], [-3.15777, 3.26062, 0.65796], [-4.08425, 2.13389, 0.40476], [-5.40648, 2.34085, 0.01894], [-6.23760, 1.24543, -0.15754], [-5.69153, -0.01868, 0.05678], [-4.37351, -0.16583, 0.44813], [-3.55834, 0.91153, 0.56521], [-1.18779, 3.38074, 1.13295], [-3.41926, 3.79694, 1.57157], [-3.13629, 3.94900, -0.18367], [-5.71085, 3.37506, -0.09258], [-7.27047, 1.38444, -0.46974], [-6.30062, -0.90663, -0.03650], [-3.93209, -1.14247, 0.65862]], "forces_ev_per_a": [[0.480, -1.297, 0.743], [0.406, -1.071, 2.108], [0.844, -1.710, 1.050], [-0.189, 0.262, -0.054], [1.074, 0.661, 0.848], [-0.828, -0.072, 0.662], [0.351, -0.577, -0.213], [0.543, 0.401, 0.136], [-0.572, 0.247, -0.048], [-0.582, -0.668, -0.130], [-2.797, 4.291, -5.327], [-3.648, 1.114, 2.028], [1.029, -0.110, -1.276], [-0.252, 0.164, -0.347], [0.850, 0.107, -1.269], [2.624, -0.477, -1.818], [-0.806, -0.725, 0.138], [0.146, -0.350, -0.704], [-0.014, -0.100, -0.114], [0.156, 0.109, -0.420], [-0.209, 0.787, -0.409], [-0.038, 0.063, 0.286], [-0.350, 0.727, 0.491], [0.157, -0.265, 0.514], [-0.043, 0.053, 0.954], [0.122, -0.609, 0.114], [-0.071, -0.121, 0.133], [-0.151, 0.975, 0.457], [-0.055, -0.260, 0.372], [0.033, 0.007, 0.331], [-0.657, 0.292, -0.083], [-0.474, 0.274, 0.179], [-0.056, -0.055, 0.040], [-0.215, 0.053, -0.144], [0.134, -0.173, -0.325], [0.024, -0.378, -0.363], [0.645, -0.509, 0.371], [0.057, -0.074, 0.210], [0.254, -0.260, 0.005], [0.839, -0.566, 0.346], [0.882, 0.701, 0.847], [0.367, 0.442, -0.066], [-0.230, -0.695, -0.311], [0.567, 0.161, 0.335], [0.368, 0.234, -0.118], [-0.097, -0.425, 0.271], [-0.055, 0.461, -0.441], [0.486, -0.876, 0.801], [-0.625, -0.341, -0.422], [-0.012, 0.014, -0.016], [-0.015, 0.121, -0.005], [-0.339, -0.163, -0.126], [0.202, -0.136, 0.112], [-0.036, 0.005, -0.059], [-0.226, 0.337, -0.275]], "s_squared": 3.7624, "spin_multiplicity": 4, "charge": 2, "max_force_ev_per_a": 7.4, "e_lumo_ha": [-0.2572, -0.3181], "relative_energy_ev": 1.033}

***

(2)
{"formula": "C5H6N", "method": "wB97M-V/def2-TZVPD", "elements": ["C", "C", "C", "C", "C", "N", "H", "H", "H", "H", "H", "H"], "positions_angstrom": [[-0.85454, 1.35440, -0.26012], [0.22611, 0.18029, 0.13681], [-0.84370, 0.66167, 0.92045], [-1.03726, -0.04520, -0.57272], [1.66069, -0.13266, 0.09800], [-2.06019, -0.64473, 0.08654], [-0.92891, 2.26014, -0.67294], [2.11880, 0.76376, 0.25533], [2.03326, -0.60946, -0.78763], [1.83688, -0.62528, 0.95835], [-1.84121, -1.66245, 0.26918], [-3.01475, -0.47141, -0.20968]], "forces_ev_per_a": [[-0.194, -2.470, -0.569], [-1.264, -1.337, -1.470], [0.806, 0.863, 3.240], [1.272, 1.470, -0.452], [-1.896, 0.118, -1.652], [0.321, -3.289, -0.398], [-0.437, 3.286, -1.384], [1.643, 2.590, 0.078], [-0.167, -0.301, -0.325], [0.959, -2.341, 2.755], [-0.778, 1.212, 0.051], [-0.265, 0.200, 0.126]], "spin_multiplicity": 1, "charge": 1, "max_force_ev_per_a": 3.7, "e_lumo_ha": -0.2181, "relative_energy_ev": 7.271}

***

(3)
{"formula": "H2NOS2", "method": "wB97M-V/def2-TZVPD", "elements": ["N", "O", "S", "S", "H", "H"], "positions_angstrom": [[-0.38004, -1.50005, 0.58135], [2.36238, 1.94058, -0.16730], [-2.31216, 0.49765, -0.55482], [-0.83399, -0.00332, 0.61562], [-0.94878, -1.92590, -0.11320], [2.11260, 0.99103, -0.36164]], "forces_ev_per_a": [[-0.061, 1.998, 0.592], [-0.751, -1.652, -0.228], [0.807, -0.452, 0.570], [0.099, -0.319, -0.229], [-0.602, -1.030, -0.970], [0.509, 1.454, 0.264]], "spin_multiplicity": 1, "charge": -1, "max_force_ev_per_a": 2.1, "e_lumo_ha": [0.0637, 0.0629], "relative_energy_ev": 2.212}

***

(4)
{"formula": "C5H18N3", "method": "wB97M-V/def2-TZVPD", "elements": ["C", "C", "C", "N", "H", "H", "H", "H", "H", "H", "H", "H", "H", "C", "N", "C", "N", "H", "H", "H", "H", "H", "H", "H", "H", "H"], "positions_angstrom": [[-2.30689, -1.08715, 1.55087], [-1.14137, -1.63529, 0.74994], [-1.21994, -3.15020, 0.61920], [-1.07002, -0.99631, -0.59222], [-2.35556, -1.56390, 2.52518], [-2.25783, -0.00485, 1.68344], [-3.23675, -1.30407, 1.01885], [-0.20337, -1.41708, 1.27416], [-0.35151, -3.56546, 0.10913], [-1.26789, -3.60249, 1.60697], [-2.11342, -3.45501, 0.07210], [-1.78661, -0.28413, -0.67484], [-1.27287, -1.67965, -1.31378], [1.99502, 2.49320, -0.28756], [1.78595, 3.84091, -0.75683], [1.29701, 1.52106, -1.22854], [1.41948, 0.11028, -0.71487], [1.64425, 2.30294, 0.74240], [3.06501, 2.28384, -0.30423], [0.82246, 4.12447, -0.61735], [2.35764, 4.48708, -0.22899], [1.73479, 1.54717, -2.22070], [0.23103, 1.71951, -1.31505], [0.42166, -0.34445, -0.70211], [2.06377, -0.46682, -1.24446], [1.74597, 0.12641, 0.24930]], "forces_ev_per_a": [[-0.176, 0.021, -0.248], [0.040, -0.287, 0.089], [-0.044, 0.019, -0.016], [0.190, 0.132, 0.002], [-0.007, 0.052, 0.121], [0.121, -0.007, 0.065], [-0.037, -0.055, 0.076], [-0.022, 0.149, 0.046], [0.070, 0.026, -0.058], [0.020, -0.045, 0.045], [-0.066, 0.048, -0.010], [-0.069, 0.028, -0.009], [0.012, -0.015, -0.043], [-0.061, -0.210, 0.020], [-0.150, 0.078, 0.110], [0.226, -0.258, -0.050], [-0.262, 0.239, 0.345], [-0.014, 0.008, -0.055], [0.078, -0.018, 0.026], [0.023, 0.052, -0.049], [0.064, 0.082, -0.106], [-0.013, 0.146, -0.077], [-0.033, 0.149, 0.024], [-0.047, -0.308, -0.176], [0.058, 0.016, -0.139], [0.100, -0.041, 0.065]], "spin_multiplicity": 1, "charge": 1, "max_force_ev_per_a": 0.5, "e_lumo_ha": -0.1077, "relative_energy_ev": 0.260}